Record 1
The following is a quantum chemistry calculation of a 5-piece molecular cluster, C20H48O7S2 overall, from the OMol25 dataset.

Each line ends with the Löwdin charge.
Element x y z (Å)
O (4.2825, -8.0762, 6.8535)  -0.057
H (6.1392, 2.3281, -1.1277)  0.066
H (2.9782, -6.1297, 4.4165)  0.062
H (0.6451, 1.4182, 0.2729)  0.112
C (0.9650, -2.6883, 4.3669)  -0.054
C (5.1126, 1.9615, -1.0950)  -0.159
H (3.2546, -5.6713, 6.1027)  0.082
C (1.9740, 0.8630, -2.0972)  -0.431
H (0.4144, 1.1651, -3.5143)  0.147
C (0.4942, 0.7858, -2.4910)  -0.333
O (-1.8788, -0.9433, 0.0184)  -0.265
H (-4.5217, 1.6558, -2.7123)  0.137
S (-0.4854, -0.6199, 0.0764)  0.611
C (-5.6281, 2.0967, -4.4966)  -0.061
C (-0.3222, 1.1390, -0.1464)  -0.177
H (2.5247, 0.1232, -2.6832)  0.088
H (-2.2547, 8.4512, -0.3110)  0.080
C (3.4420, -7.7877, 5.7349)  -0.502
H (0.2481, -2.3654, 5.1238)  0.081
H (-0.8269, -3.6828, 2.5107)  0.076
H (4.9506, 2.7581, -3.1200)  0.062
H (-5.2395, -0.5355, -3.7053)  0.083
O (1.6952, -4.5350, 2.9850)  -0.065
H (1.9128, -9.1888, 6.3437)  0.077
H (-3.1026, 2.0153, -5.1101)  0.087
H (-0.8404, -5.3545, 3.0938)  0.078
H (0.8612, -2.0264, 3.5031)  0.060
C (0.7188, -4.1261, 3.9454)  -0.501
H (3.9994, -7.5149, 7.5846)  0.084
H (-0.8648, 6.7904, -3.2008)  0.090
C (-4.3380, -0.0195, -4.0369)  -0.054
O (-0.7443, 6.2705, -2.3976)  -0.059
H (-1.1045, 1.5569, 0.4886)  0.122
H (-1.4863, 1.2468, -1.9084)  0.132
C (-1.7265, 6.6845, -1.4506)  -0.510
H (-3.2344, 5.3482, -2.2294)  0.070
H (2.1293, 0.6077, -1.0485)  0.083
C (-3.1267, 6.4025, -1.9723)  -0.058
C (-0.4852, 1.5698, -1.6009)  -0.363
H (0.4204, 3.5590, -1.3057)  0.059
H (3.8113, -8.4413, 4.9421)  0.137
H (4.6220, -6.1040, 5.0736)  0.082
O (-3.2256, 2.1353, -4.1611)  -0.062
H (-3.8846, 6.6633, -1.2322)  0.080
C (1.9961, -8.1442, 6.0438)  -0.064
H (-0.9907, -0.7702, -2.7964)  0.122
C (-1.5386, 8.1451, -1.0748)  -0.062
H (-3.4853, -0.4427, -3.5053)  0.065
H (4.5180, 1.0644, -2.9777)  0.062
C (4.4558, 2.0314, -2.4771)  -0.542
H (-3.3173, 6.9914, -2.8743)  0.082
H (-5.6806, 3.1662, -4.2938)  0.077
H (4.5588, 2.5573, -0.3706)  0.060
C (-0.6838, -4.3169, 3.3899)  -0.053
H (-1.6863, 8.7816, -1.9520)  0.081
C (-4.4368, 1.4762, -3.7861)  -0.504
C (-0.4486, 3.0819, -1.7585)  -0.077
H (1.6236, -7.5238, 6.8647)  0.079
C (0.0542, -0.6684, -2.4918)  -0.149
O (0.2279, -1.2639, -1.1868)  -0.220
H (-0.5307, 8.3162, -0.6973)  0.079
H (-6.5623, 1.6341, -4.1760)  0.081
H (-1.3423, 3.5221, -1.3115)  0.079
H (5.1413, 0.9358, -0.7255)  0.068
H (-4.2079, -0.2155, -5.1053)  0.083
S (2.7011, 2.4841, -2.4651)  0.886
H (1.3566, -7.9759, 5.1760)  0.078
H (-5.5358, 1.9591, -5.5779)  0.082
O (0.3082, -1.0305, 1.1897)  -0.274
H (0.6662, -1.2725, -3.1585)  0.134
C (3.5821, -6.3401, 5.2998)  -0.060
H (1.9734, -2.5692, 4.7648)  0.079
H (0.8678, -4.7920, 4.7988)  0.123
H (1.5948, -3.9614, 2.2153)  0.087
H (-0.4763, 3.3414, -2.8163)  0.086
H (-1.4404, -4.0463, 4.1280)  0.080
H (-1.5362, 6.0602, -0.5744)  0.132

Atoms 1-3, force components in eV/Å:
-0.0064 -0.0011 0.0108
0.0009 -0.0330 -0.0046
0.0171 0.0275 -0.0062

## Properties
DFT total energy   -57521.3295 eV
Structure (SMILES)   CCSC[C@H]1COS(=O)(=O)C[C@H]1C.CC(C)O.CC(C)O.CC(C)O.CC(C)O
Multiplicity   1
Highest occupied orbital energy   -8.76 eV

Record 2
The following is a quantum chemistry calculation of a 8-piece molecular cluster, C20H48O8S4 overall at a distorted geometry, from the OMol25 dataset.

Each line ends with the Löwdin charge.
Element x y z (Å)
H (-10.5667, -21.8992, -26.0412)  0.046
C (-8.4236, -17.7050, -23.6458)  -0.232
H (-10.5447, -12.9993, -24.9135)  0.084
C (-7.3552, -19.4581, -27.0805)  -0.269
H (-4.7164, -19.8312, -19.1630)  0.068
H (-4.5926, -18.2617, -21.4775)  0.077
C (-10.1589, -22.7444, -25.4833)  -0.280
C (-6.8256, -19.8342, -18.8984)  -0.492
C (-7.2115, -18.5284, -19.5559)  -0.016
H (-6.4234, -18.0930, -20.1737)  0.058
O (-9.6460, -15.1209, -25.8841)  0.068
H (-6.7622, -22.5898, -23.9599)  0.081
H (-11.9748, -15.9446, -20.8846)  0.051
H (-8.1066, -17.2455, -24.5864)  0.037
H (-5.8253, -19.2066, -22.3519)  0.073
H (-12.0319, -16.3739, -24.3430)  0.084
C (-8.2501, -22.6234, -21.3477)  -0.014
H (-3.4441, -21.7168, -22.7878)  0.083
H (-8.9777, -16.9160, -23.1352)  0.012
O (-11.9456, -24.6844, -24.8854)  -0.563
S (-7.3788, -18.4838, -28.6179)  0.836
C (-8.3204, -17.0903, -27.9052)  -0.277
H (-9.1565, -22.7020, -25.9284)  0.040
H (-5.7389, -23.8560, -23.3311)  0.086
H (-7.5214, -18.0438, -23.1421)  0.031
H (-6.6830, -20.2856, -27.3001)  0.051
C (-7.4042, -23.5401, -22.1476)  -0.497
H (-11.1714, -17.1117, -25.6750)  0.057
H (-11.9200, -13.3546, -25.9350)  0.092
C (-3.5739, -20.8291, -22.1750)  -0.031
S (-9.8049, -14.9958, -21.2136)  0.841
H (-9.8446, -13.1518, -19.6697)  0.052
C (-3.9097, -19.6105, -23.0228)  -0.486
C (-10.7640, -15.0417, -25.4477)  -0.508
H (-5.6799, -22.2874, -22.4957)  0.046
H (-10.5399, -18.3633, -21.8216)  0.027
H (-4.9693, -17.7052, -23.0472)  0.089
H (-8.0043, -18.6653, -20.2869)  0.057
H (-7.7393, -21.8921, -20.7188)  0.057
C (-6.3182, -22.9771, -23.0419)  -0.001
H (-12.4991, -16.0600, -26.0945)  0.097
C (-9.2313, -14.0516, -19.7336)  -0.233
H (-5.3212, -20.9045, -17.8339)  0.086
O (-9.3224, -16.3952, -20.9453)  -0.582
C (-5.4213, -19.9487, -18.3411)  -0.008
H (-11.6788, -14.6652, -19.6793)  0.045
H (-5.2630, -19.1451, -17.6192)  0.087
H (-9.4133, -26.3320, -25.4090)  0.052
O (-7.4841, -24.7414, -21.9990)  0.057
H (-2.6375, -20.6726, -21.6318)  0.091
H (-8.1688, -13.8616, -19.6734)  0.052
H (-12.1263, -13.7779, -24.2775)  0.070
O (-7.6124, -20.7464, -18.8643)  0.060
C (-9.3280, -25.2513, -25.3097)  -0.282
H (-8.4402, -24.9879, -25.8932)  0.055
O (-3.3902, -19.4660, -24.0959)  0.087
H (-10.0739, -22.5328, -24.4219)  0.037
H (-9.5070, -19.7714, -21.6267)  0.037
H (-7.4107, -17.8646, -18.7131)  0.096
S (-10.8172, -24.4081, -25.8396)  0.823
H (-7.0365, -18.8731, -26.2219)  0.043
H (-8.9260, -22.0079, -21.9536)  0.060
H (-7.6552, -16.6137, -27.1857)  0.047
C (-10.2396, -19.3051, -22.2845)  -0.234
H (-9.6188, -14.7343, -18.9767)  0.046
H (-8.9450, -23.2193, -20.7535)  0.095
C (-11.3676, -13.6957, -25.0510)  -0.017
H (-12.1093, -14.1556, -21.2572)  0.047
H (-8.3157, -19.9147, -26.8259)  0.034
H (-11.1344, -19.9229, -22.3516)  0.055
H (-9.2224, -17.4272, -27.3996)  0.034
S (-9.5255, -19.1208, -23.9468)  0.829
O (-5.9343, -18.0232, -28.7258)  -0.571
C (-11.6994, -16.2057, -25.3673)  -0.020
H (-9.0239, -24.9900, -24.2912)  0.044
C (-4.9126, -18.6187, -22.4613)  -0.025
C (-11.5761, -14.9466, -20.7297)  -0.240
O (-8.7162, -20.3808, -24.1081)  -0.574
H (-4.3012, -21.0121, -21.3793)  0.055
H (-8.5541, -16.3568, -28.6737)  0.048

Atoms 1-3, force components in eV/Å:
-1.0619 -0.3632 0.2944
0.0091 0.0532 -0.5429
-0.2300 0.1542 0.4840

## Properties
DFT total energy   -81234.8192 eV
Multiplicity   1
Highest occupied orbital energy   -8.51 eV

no.,frontier orbital gap (eV)
1,9.3
2,8.4